219
Properties=species:S:1:pos:R:3:forces:R:3 method="wB97M-V/def2-TZVPD" spin_multiplicity=1 gap_ha=0.2964 molar_mass_g_mol=1252.7 largest_force_ev_per_a=3.853 e_homo_ev=-15.95 e_lumo_ev=-7.888 energy_ev=-116111.008 total_charge=+5
C 0.47305 -5.87916 0.40312 -0.079 1.658 -0.083
O 1.24501 -4.72537 -0.05170 0.360 -0.911 0.688
C 2.60468 -5.08409 -0.39329 -0.985 -0.567 -0.692
C 3.41018 -3.82065 -0.36062 -1.278 1.310 -0.067
N 3.29975 -3.29869 1.01971 0.343 1.519 -0.059
H 3.20539 -2.22534 1.04310 0.596 0.045 -0.945
H 2.34591 -3.52519 1.28202 -0.214 -0.919 0.605
C 4.34551 -3.65936 2.00765 -0.515 0.397 0.247
C 3.62394 -4.19559 3.21897 -0.263 0.251 -0.621
O 2.63794 -5.13740 2.83685 0.155 0.644 0.076
C 2.07835 -5.75988 3.98172 0.087 -0.093 0.235
H 0.88298 -6.40600 1.25939 0.410 0.100 -0.038
H 0.29653 -6.52092 -0.42015 0.142 -1.000 -0.838
H -0.50872 -5.49435 0.66877 0.018 0.214 0.240
H 2.58874 -5.50738 -1.41273 0.273 -0.049 0.368
H 2.97425 -5.81597 0.32765 0.096 -0.077 -0.077
H 2.86797 -3.03870 -0.94420 0.610 -0.631 -0.047
H 4.43867 -3.90612 -0.67875 0.168 -0.076 -0.002
H 4.86240 -2.74519 2.27836 -0.135 0.233 0.210
H 5.14519 -4.24740 1.59574 -0.207 -0.957 -0.436
H 3.16130 -3.31140 3.68193 -0.090 -0.309 0.405
H 4.32045 -4.67038 3.86680 0.675 -0.176 0.903
H 1.33501 -6.43230 3.59835 -0.286 -0.532 -0.009
H 1.55633 -5.06998 4.67466 0.470 0.001 -0.335
H 2.87005 -6.31601 4.50581 -0.381 0.094 0.071
C 0.54653 4.42313 -1.25465 -0.419 0.196 -0.206
O 1.43513 5.50352 -1.51943 -0.074 0.719 0.053
C 1.59807 6.49508 -0.52205 -0.423 0.039 0.049
C 2.13890 7.74666 -1.22608 -0.387 0.157 1.216
N 3.36817 7.39118 -1.99933 0.216 0.816 -0.775
H 4.20217 7.74280 -1.54267 0.209 0.206 0.200
H 3.46497 6.37751 -1.99908 -0.100 -0.342 -0.407
C 3.35900 7.88510 -3.46223 -0.993 -1.115 0.719
C 4.55049 7.39395 -4.22109 0.665 -0.127 -0.626
O 4.73374 5.99920 -4.01406 -1.596 1.346 1.291
C 5.07497 5.26038 -5.12850 1.959 -1.021 -0.471
H 0.92748 3.77442 -0.47456 0.129 -0.209 0.085
H 0.51079 3.93215 -2.21332 -0.030 -0.647 -0.042
H -0.50681 4.68654 -1.00949 0.718 0.434 0.013
H 2.24361 6.09148 0.29168 -0.306 0.507 -0.311
H 0.62375 6.82448 -0.12142 0.276 -0.362 0.204
H 2.31069 8.57264 -0.49674 0.345 -0.729 -0.502
H 1.36051 8.13918 -1.87913 0.249 -0.267 -0.385
H 3.36650 8.95556 -3.46970 -0.198 0.663 0.242
H 2.38804 7.50625 -3.82079 0.514 0.148 -0.167
H 5.43590 7.96042 -3.88841 -0.007 -0.274 -0.073
H 4.40506 7.66922 -5.29527 0.045 -0.347 0.688
H 6.16198 5.37367 -5.23013 -0.051 -0.095 -0.626
H 4.58850 5.56867 -6.04640 -0.311 0.028 -0.111
H 4.93412 4.19051 -4.91850 -0.376 0.400 -0.063
C -4.86618 1.26818 -3.03105 0.259 -0.410 -0.350
O -4.73672 2.52039 -3.76267 -0.660 -0.333 1.138
C -4.92395 3.66925 -2.95825 0.198 0.034 -0.990
C -6.34967 4.11905 -2.72690 -0.288 -0.987 -0.154
N -7.13862 4.56720 -3.89153 -0.490 0.119 -0.144
H -6.66453 5.16289 -4.57710 0.373 0.310 0.092
H -7.31708 3.73155 -4.43819 -0.632 -0.181 -0.202
C -8.41985 5.41305 -3.58544 0.931 -1.260 -0.441
C -8.99240 5.66683 -4.97832 0.580 1.292 -0.301
O -7.87915 6.15099 -5.78048 -0.752 -0.871 0.470
C -7.95964 5.79274 -7.16714 -0.346 0.091 -0.533
H -3.88265 0.75256 -3.00262 -0.597 0.345 0.012
H -5.60979 0.62224 -3.52842 0.351 0.310 0.023
H -5.20856 1.39439 -1.99355 0.137 0.283 -0.234
H -4.25820 4.40537 -3.37801 -0.144 0.723 -0.413
H -4.58945 3.59378 -1.94913 0.683 -0.763 0.946
H -6.32222 4.94041 -2.03725 -0.198 0.204 0.637
H -6.88663 3.21674 -2.34849 0.166 0.958 0.209
H -7.99261 6.28921 -3.09581 -0.374 0.112 -0.127
H -9.07852 4.85320 -2.89451 0.346 0.306 -0.496
H -9.73160 6.48272 -4.95102 -0.111 -0.592 0.088
H -9.39784 4.74863 -5.41596 -0.129 0.122 0.097
H -8.82819 6.27514 -7.69572 0.749 -0.428 0.655
H -8.00743 4.68138 -7.32450 0.025 0.871 0.245
H -7.02996 6.19317 -7.57507 -0.215 -0.185 -0.244
C -5.64175 -1.06860 5.93444 -1.001 -0.824 -0.401
O -4.34481 -0.96522 5.37172 -0.760 0.291 -0.569
C -4.24948 -1.43711 4.02633 0.267 -0.635 0.500
C -2.76624 -1.21449 3.71727 -1.166 1.381 0.467
N -1.86666 -1.88107 4.63124 0.340 -0.285 0.258
H 0.15952 -0.96819 6.01877 -0.461 0.350 1.250
H -2.23198 -1.77371 5.59591 0.100 -0.398 -0.937
C -1.59886 -3.29223 4.23446 -0.409 1.338 -0.423
C -1.70689 -4.23135 5.40059 -0.587 -0.578 0.873
O -2.91213 -4.04993 6.12024 0.144 -0.629 1.345
C -2.84419 -4.79734 7.42058 0.671 0.621 -2.192
H -6.08219 -2.08454 5.68449 0.450 0.905 0.474
H -6.34924 -0.32349 5.49133 0.560 -0.305 0.373
H -5.60125 -0.94923 7.03770 0.156 -0.013 -0.829
H -4.93454 -0.97650 3.26082 0.482 0.227 0.851
H -4.48243 -2.51095 4.01911 -0.109 -0.136 0.066
H -2.70553 -0.12588 3.87117 0.287 -0.507 -0.292
H -2.58890 -1.41610 2.66645 0.486 -0.217 -0.198
H -0.56254 -3.29687 3.92042 0.402 -0.419 -0.310
H -2.20035 -3.44717 3.31377 0.025 -0.719 0.701
H -0.87943 -3.93000 6.06881 0.054 -0.431 -0.091
H -1.66931 -5.32021 5.18466 0.649 0.571 -0.424
H -3.10998 -5.83752 7.28167 0.104 -0.331 -0.293
H -3.60480 -4.35946 8.00886 -0.432 0.593 0.900
H -1.81577 -4.73095 7.82187 -0.648 0.167 0.080
C 11.86326 -1.84275 1.02674 0.347 0.143 -0.426
O 10.58464 -1.20248 1.16272 0.863 -0.512 0.333
C 10.52066 0.04175 0.56037 -0.450 0.578 1.188
C 9.07514 0.57857 0.83216 1.822 0.101 -2.991
N 8.05321 -0.44875 0.40442 1.028 -1.408 0.531
H 7.22092 -0.04237 0.03570 -1.264 0.500 -0.508
H 8.45677 -1.04759 -0.32456 0.026 0.425 -0.052
C 7.65155 -1.43024 1.49613 0.566 1.013 0.750
C 6.87819 -0.65464 2.56066 1.428 0.092 1.210
O 6.30655 -1.59424 3.43660 -0.317 0.276 0.533
C 5.95432 -1.03035 4.74366 0.103 -0.513 -1.380
H 11.95367 -2.26650 0.02897 0.057 -0.018 -0.137
H 11.87301 -2.61578 1.74506 -0.137 -1.054 0.647
H 12.78613 -1.26886 1.24736 -0.886 0.522 -0.149
H 10.73309 -0.03052 -0.51039 -0.157 0.136 -0.196
H 11.28031 0.71956 1.02276 -0.658 -0.106 -0.426
H 9.06367 1.43953 0.12949 -0.783 -0.347 0.585
H 8.89296 0.88845 1.81765 -0.149 0.240 1.221
H 8.60358 -1.86574 1.86334 -0.779 0.381 -0.002
H 7.03063 -2.20561 1.12960 -0.555 -0.561 -0.995
H 6.13778 0.07995 2.19656 0.201 -0.387 -0.266
H 7.69131 -0.12913 3.10545 -0.681 0.270 0.077
H 5.38163 -0.10222 4.57538 -0.042 -0.444 0.337
H 6.85868 -0.81495 5.29746 0.236 0.132 0.154
H 5.40692 -1.83478 5.24872 -0.062 0.527 -0.065
C 1.39065 -3.73427 -4.58134 -0.224 0.448 -0.649
O 0.92481 -2.49421 -5.12704 -0.118 -0.721 -0.300
C 1.87482 -1.47607 -5.10366 -0.191 0.144 -0.846
C 1.09995 -0.24636 -5.55480 0.625 0.856 1.361
N 0.53604 -0.47127 -6.88390 -2.177 -0.938 -0.319
H 1.25268 -0.90669 -7.41823 0.895 -0.247 -1.062
H -0.22238 -1.17735 -6.89624 0.048 0.098 0.479
C -0.05128 0.71763 -7.54494 -0.044 1.875 -1.399
C -1.10280 0.39276 -8.65278 0.141 -1.643 2.805
O -1.98385 -0.51426 -7.92647 -0.372 0.543 -1.274
C -2.94444 -1.06725 -8.87991 1.121 -0.398 0.042
H 1.11457 -3.78296 -3.56100 -0.319 -0.036 1.269
H 2.46409 -3.84581 -4.64313 0.336 0.002 -0.331
H 0.88715 -4.52048 -5.11390 -0.032 -0.381 -0.269
H 2.68966 -1.67411 -5.83338 -0.050 -0.037 0.434
H 2.26724 -1.38404 -4.09977 0.346 0.507 0.226
H 1.73246 0.63927 -5.69979 0.050 -0.238 0.466
H 0.32709 -0.03015 -4.79991 0.029 0.008 -0.594
H 0.77334 1.26883 -8.02898 -0.255 -0.021 0.474
H -0.52032 1.34787 -6.76760 0.289 -0.451 -0.323
H -0.64949 -0.08424 -9.50270 0.281 -0.484 -0.460
H -1.65036 1.24372 -9.01299 -0.056 0.724 0.130
H -3.37447 -0.26823 -9.49120 0.193 -0.214 -0.080
H -3.74843 -1.61234 -8.40814 -0.033 0.138 0.641
H -2.35759 -1.81326 -9.43853 -0.529 0.397 -0.458
C 2.78401 3.99118 3.23466 -0.323 1.058 0.149
O 1.73394 3.40812 2.46465 0.469 1.001 0.806
C 1.92270 2.15339 1.89635 0.008 -0.900 -0.276
C 0.74887 1.26042 2.30170 0.838 0.103 1.300
N -0.48168 2.06658 2.63959 -1.743 -2.253 -1.611
H -0.29451 3.04511 2.51346 0.191 0.654 -0.196
H -1.27177 1.73509 1.93977 1.483 1.049 1.174
C -0.90787 1.81041 4.04374 -0.789 1.365 1.188
C -2.21862 2.61435 4.43054 0.705 -1.228 -0.971
O -3.22321 1.90597 3.65838 1.807 0.542 0.452
C -4.49202 2.36471 3.95774 -0.548 0.641 -0.682
H 3.78250 3.68881 2.95860 0.210 -0.698 -0.200
H 2.63868 3.89291 4.32016 -0.044 -0.279 -0.328
H 2.77669 5.06393 3.01032 -0.210 -0.094 0.155
H 2.91487 1.67666 2.13476 -1.078 0.409 -0.217
H 1.79656 2.26226 0.84905 0.587 0.152 -1.331
H 1.10314 0.80392 3.21483 -0.523 -0.391 0.448
H 0.52634 0.48375 1.59376 -0.101 -0.079 -0.520
H -0.05900 2.09441 4.67954 -0.335 -0.106 -0.117
H -1.11171 0.75230 4.14391 0.185 -0.016 0.087
H -2.14277 3.66983 4.07540 -0.128 -0.482 0.267
H -2.43405 2.59028 5.53609 0.370 -0.165 -1.166
H -4.51900 3.44420 3.79865 -0.411 0.187 -0.240
H -4.72277 2.20807 4.98590 -0.432 -0.416 0.915
H -5.17820 1.83868 3.29135 -0.160 0.193 0.230
C -6.03454 -5.65476 3.46933 -0.989 -0.158 -0.329
O -5.45489 -5.39651 2.19247 0.487 0.608 0.098
C -6.28936 -4.65144 1.36591 -0.624 -0.213 -0.428
C -5.53546 -3.76747 0.40659 0.374 1.107 0.221
N -4.26016 -4.35994 -0.13646 -0.880 0.176 -0.086
H -3.83830 -4.73386 0.68937 0.684 -0.781 0.632
H -4.39740 -5.10837 -0.82298 -0.215 -0.065 0.062
C -3.39872 -3.31689 -0.77761 -0.205 -0.058 -0.321
C -2.52459 -3.96906 -1.85975 2.083 2.221 0.862
O -3.32127 -4.73064 -2.63328 -1.798 -1.691 -0.822
C -3.00136 -4.97273 -3.99807 1.309 0.454 -0.343
H -5.40568 -6.36823 3.95213 0.327 -0.553 0.310
H -7.05883 -6.08044 3.32246 0.754 0.326 0.329
H -6.05908 -4.75161 4.08166 -0.162 0.085 -0.089
H -7.03195 -4.00877 1.88588 0.507 -0.303 0.004
H -6.87160 -5.32177 0.72459 -0.208 -0.277 0.222
H -5.18238 -2.79346 0.82209 -0.500 -0.713 -0.036
H -6.26355 -3.59319 -0.37520 0.359 0.385 -0.583
H -2.86034 -2.78274 -0.00584 0.368 -0.053 0.055
H -4.12231 -2.60328 -1.16574 0.321 0.054 -0.536
H -1.64837 -4.50340 -1.40396 -0.692 -0.003 -0.208
H -2.05675 -3.13000 -2.42771 -0.302 -0.264 0.313
H -3.80165 -5.61177 -4.43410 0.882 0.480 0.357
H -1.95213 -5.36464 -4.11466 -1.099 -0.489 0.310
H -2.88201 -4.01142 -4.52897 -0.711 -0.102 0.074
C -0.20018 0.62473 8.80727 0.523 1.013 0.975
C -0.40129 0.30264 7.37897 -2.421 0.023 -2.557
O 0.27014 -0.79450 6.99831 0.399 -0.029 -1.184
O -1.19580 0.87828 6.58223 2.553 -1.313 2.570
H 0.54919 0.04587 9.38631 -0.328 0.179 -0.939
H -1.14266 0.50117 9.34313 -0.098 0.235 -0.179
H 0.08732 1.69904 8.83557 -0.324 -0.610 0.250
C 3.36256 0.67365 -1.43492 0.405 -0.947 0.144
C 3.84630 -0.25963 -0.30548 -1.474 0.251 0.289
O 3.01209 -0.69613 0.55764 -0.126 0.179 -0.376
O 5.04892 -0.50089 -0.27766 1.967 -0.427 0.001
H 3.49741 0.20570 -2.41385 0.087 -0.233 0.136
H 4.04353 1.49859 -1.42716 0.271 0.768 -0.030
H 2.34336 0.97369 -1.35795 -0.805 0.226 0.287
O -1.98559 1.52232 0.08441 -2.655 -1.032 -0.319
C -1.50286 0.46754 -0.79412 -1.962 -0.872 -1.005
O -2.33972 -0.36057 -1.27829 0.051 1.285 1.314
O -0.33189 0.56527 -1.01384 2.701 0.279 -0.082
H -2.98901 1.39341 0.02339 1.933 0.315 0.425